Computed, not measured: a cluster of 2 separate species, C4H10NO3 in total in a non-equilibrium geometry, with ωB97M-V/def2-TZVPD.

```
18
Properties=species:S:1:pos:R:3:forces:R:3:nbo_charge:R:1
C -2.075 0.633 0.160 1.0 0.5 0.8 -0.05
O -2.109 -0.687 0.605 -1.0 -0.7 0.6 -0.78
C -1.065 1.505 0.923 -0.4 -0.7 -0.3 -0.42
C 0.378 1.142 0.703 -0.2 0.4 0.3 -0.53
C 0.872 0.089 -0.010 0.2 0.6 0.1 0.54
N 2.235 0.164 -0.418 0.1 -0.1 -0.3 -0.87
O 0.229 -0.936 -0.440 0.3 -0.3 0.2 -0.85
H -1.733 0.705 -0.859 -0.4 -0.1 -0.9 0.16
H -3.067 1.054 0.331 -0.2 0.0 -0.4 0.14
H -1.204 2.518 0.544 -0.2 0.4 0.1 0.17
H -1.387 1.495 1.967 0.2 0.1 0.3 0.17
H 1.028 1.961 1.006 0.4 -0.3 -0.2 0.16
H -1.278 -1.135 0.344 0.3 0.6 -0.3 0.51
H 2.692 -0.720 -0.555 -0.1 -0.2 0.0 0.35
H 2.833 0.843 0.016 -0.2 0.1 0.3 0.36
H 0.803 -2.283 -1.079 -0.3 0.1 -0.8 0.51
H 1.859 -3.344 -1.476 -0.6 0.1 -0.3 0.43
O 0.991 -3.006 -1.763 0.9 -0.3 0.8 -1.00
```
Positions in Å, forces in eV/Å.

spin multiplicity: 1
energy relative to the best compared isomer or geometry (same formula, charge and spin): 167.8 kJ/mol
highest occupied orbital energy: -0.10133 Ha
total charge: -1
E: -438.92134 Eh
E_LUMO: 0.1483 Eh